Molecular formula: C16H29Br10N3
Method: DFT, ωB97M-V/def2-TZVPD

```
58
Properties=species:S:1:pos:R:3:mulliken_charge:R:1
C 3.56569 -0.54864 -4.02613 -0.292
Br 1.05754 3.78470 6.62970 -0.162
H 0.31920 -2.55980 -2.78330 0.187
C -4.35010 -1.13901 0.70010 -0.631
H -0.07391 4.87951 3.92618 0.401
H 0.07750 0.48665 1.20793 0.023
Br 1.22337 -3.05338 -5.57821 -0.189
H 2.28326 -2.72545 4.66491 0.319
C 0.62291 -2.12250 3.62729 0.588
H 2.59400 -1.58654 3.43734 0.172
H 2.61300 1.10741 0.93615 0.437
H -3.55417 -2.08525 2.48872 0.395
C 1.76073 -3.77404 -3.76771 -0.502
H 3.27251 -1.09712 -3.11485 -0.051
H 2.28881 -0.04560 2.22376 0.269
C -2.50545 2.19834 1.44287 0.490
C -0.16744 3.09464 5.24344 -0.632
C -2.35159 2.39272 -4.06354 0.272
Br 0.55326 0.10775 -1.21635 -0.155
H -0.29326 -4.21686 -3.36682 0.393
Br 6.23992 -1.00043 -3.51171 -0.188
H -3.39572 2.69662 -0.26297 0.306
H -2.42451 4.02043 0.41522 0.371
H -5.02485 -0.28603 0.35064 0.311
C 1.87104 -1.81885 4.23379 -0.773
N -1.94720 3.46561 -3.97593 -0.466
C -2.80991 1.05349 -3.95725 -0.208
Br 0.87782 -4.42006 -1.24771 -0.161
H -3.57993 -0.34467 2.64145 0.135
Br -5.86427 -1.30479 3.11834 -0.185
Br 2.07459 0.67554 -4.37408 -0.161
C 4.81020 0.25374 -3.94084 -0.584
C 0.53671 -3.61543 -2.96959 -0.407
H 5.08156 0.75084 -4.87067 0.413
C 0.78391 -0.18281 0.72709 -0.060
H 2.08837 -4.81150 -3.98397 0.424
H -2.88383 0.80878 -2.87110 -0.054
H 3.61159 -1.21029 -4.86178 0.436
N -0.39259 -2.39685 3.10016 -0.472
H 4.78522 0.99607 -3.14943 0.393
C -2.45964 2.93171 0.21485 -0.819
Br -2.63637 -0.91075 -0.28663 -0.116
H -0.84946 3.30375 3.32997 -0.103
H 0.44316 -1.19155 0.92893 0.284
H -3.75562 0.87371 -4.48464 0.332
Br 1.69905 3.25497 3.14782 -0.132
N -2.34115 1.55670 2.37256 -0.548
C 2.21123 0.09638 1.18388 -0.760
C -4.09263 -1.22243 2.18089 -0.395
H -4.76098 -2.04018 0.32073 0.503
C -0.05734 3.77170 3.90282 -0.125
H -1.63235 2.67878 -0.42026 0.228
H 0.01752 2.03896 5.13910 0.320
H 2.63036 -3.19128 -3.36591 0.287
Br 3.51271 -1.22707 0.43978 -0.161
H 1.82715 -0.98832 4.93534 0.265
H -1.95308 0.54846 -4.42854 0.148
H -1.17654 3.28960 5.66817 0.391
```

The HOMO energy is -0.369 Eh. Its LUMO energy is 0.24 eV. The calculation puts the orbital gap at 10.29 eV. The largest force on an atom is 0.0897 Eh/bohr.

***

Molecular formula: C16H29FeO
Method: DFT, ωB97M-V/def2-TZVPD

```
47
Properties=species:S:1:pos:R:3:lowdin_spin:R:1
H -1.13382 1.78498 3.63566 0.000
C -0.54549 -0.65022 -1.87100 0.138
H -2.01659 0.23342 3.61813 0.000
C 1.46594 -2.96026 0.32632 0.034
H 1.02018 -1.74523 3.55021 0.001
H -0.85197 0.57768 4.92060 0.000
C 0.27561 3.27821 -0.90360 0.011
H -0.16869 5.03177 -2.09462 0.000
C 0.70282 -1.29630 -1.53638 0.138
H -3.53327 -1.54436 -1.35044 0.015
C 0.68668 4.37467 -1.89986 0.005
H -3.17138 0.18415 -1.48702 0.002
C -1.53920 -2.56869 1.19790 0.014
H 1.84849 -1.99610 -3.20948 0.010
Fe 0.31638 0.24842 0.02109 3.754
H -0.61779 2.76128 -1.29126 0.003
C 1.93229 -1.29803 -2.36446 0.024
C 1.06868 -0.67558 3.81032 0.004
H 1.49922 4.99473 -1.50178 0.000
C -1.50625 -1.01234 -0.86790 0.204
H 1.22003 1.67896 0.37302 0.012
H -0.00997 0.79199 -3.36038 0.004
C -1.05554 0.71276 3.85453 0.005
H -3.35822 -0.56716 0.11375 0.005
C 1.38791 2.27884 -0.58796 0.047
H -0.92716 -0.58625 -3.97988 0.009
C -2.96481 -0.71586 -0.89994 0.035
H -1.75317 0.67091 -3.04369 0.000
H -0.03120 3.76342 0.03656 0.000
C 0.03683 0.08692 3.07516 0.017
O 0.06257 0.18497 1.82684 0.103
C -0.82301 0.09567 -3.12492 0.022
H 2.49020 -2.70887 0.03671 0.001
H 2.13000 -0.30232 -2.77978 0.004
H 2.80235 -1.59892 -1.76881 0.000
C 0.49365 -2.03764 -0.31737 0.204
H 1.28270 -4.00359 0.03195 0.014
H 1.66852 1.68508 -1.46976 0.009
H 1.39384 -2.91148 1.42001 0.005
C -0.86333 -1.85362 0.08651 0.132
H 2.28321 2.84398 -0.30652 0.004
H -0.86052 -2.73685 2.04607 0.002
H 0.88359 -0.57310 4.88277 0.000
H -2.41474 -2.01231 1.55815 0.001
H -1.89520 -3.55903 0.86511 0.007
H 1.01385 3.95477 -2.85618 0.000
H 2.07580 -0.30346 3.58562 0.000
```

As for the multiplicity: 6. For the relative energy (zero: lowest compared OMol25 entry of this formula, charge and spin), the calculation gives 0.0 kcal per mole. The HOMO energy (alpha / beta) is -0.558 / -0.590 Eh. Its LUMO energy (alpha / beta) is -6.86 / -9.05 eV. The calculation puts the orbital gap (alpha / beta) at 8.33 / 7.00 eV. The expectation value of S² is 8.765. The largest force on an atom is 0.0467 Eh/bohr. Its net charge is +2.

***

Molecular formula: C16H29GaNO9S
Method: DFT, ωB97M-V/def2-TZVPD

```
57
Properties=species:S:1:pos:R:3:mulliken_charge:R:1
H -5.45708 0.59716 0.46636 0.343
H -0.09928 6.40903 -0.02430 0.364
C 3.18989 -4.18814 -3.65012 -1.419
C 3.52284 -0.82848 -2.60183 0.696
C -1.15599 2.60008 -0.30561 0.555
C 2.35542 0.70742 2.20096 -0.923
H -5.43130 1.08240 2.74050 0.341
H 4.45877 -3.15955 -1.50235 0.308
H 2.04280 1.66089 1.77438 0.194
H -3.31832 4.48219 -1.60069 0.358
H -1.89721 -0.19653 1.47057 -0.480
H -0.93276 4.87387 -1.83542 0.276
C -2.67911 4.19100 -0.77102 -0.570
H 0.57179 -3.21110 -0.21540 0.135
C 3.02128 -0.18350 1.14110 -0.092
N -3.57860 -4.68108 1.17668 -0.660
O 2.91972 -1.80378 -3.32234 -0.334
H 1.27291 -1.05185 -0.84982 0.167
H -4.47638 2.04824 0.40928 0.091
H -3.18946 4.39125 0.17563 0.294
H 3.99911 -0.49304 1.51178 0.420
S -3.62190 -0.34493 3.14122 -0.243
C 3.87373 -2.84897 -3.57177 0.463
C -4.51886 1.03415 0.80465 -0.773
O 0.14623 -2.85038 1.73847 -0.461
H -1.56264 6.08438 0.90286 0.352
O -2.38814 2.79584 -0.84512 -0.279
O -0.52906 3.79461 -0.13852 -0.351
C -1.29537 4.81003 -0.80474 0.483
H -0.68173 -1.89102 4.24714 -0.351
C -4.42318 1.07234 2.32452 -0.393
H -1.67211 6.91413 -0.66334 0.376
O -0.69805 1.54669 -0.02208 -0.497
H 2.73170 -4.44055 -2.69351 0.312
C 4.81957 -2.65474 -2.40187 -0.470
O 2.32946 -1.38442 0.88865 -0.445
H 4.38093 -2.61416 -4.51332 0.261
H -3.95622 2.00263 2.65091 0.279
H -3.70239 0.48568 0.34240 0.221
O -2.31311 -3.95220 3.10742 -0.533
H 5.84602 -2.94852 -2.60572 0.310
H 3.91044 -4.96242 -3.91573 0.381
C 1.09590 -1.19237 0.22468 0.612
Ga -1.24428 -2.31847 2.83187 0.383
C -2.46924 -1.00088 1.93299 -0.195
C 0.19066 -2.39764 0.42053 -0.558
H 3.19732 0.37303 0.21539 0.105
H 3.03741 0.91923 3.02136 0.346
O 3.03693 0.22004 -2.34062 -0.513
H 2.40300 -4.16970 -4.40276 0.350
H 1.45870 0.22070 2.57898 0.173
C -1.15041 6.13585 -0.10550 -1.481
H -3.03141 -1.52395 1.15815 0.586
H -0.79815 -2.13246 0.02235 0.331
C -2.97100 -4.32449 2.10581 0.659
O 4.74715 -1.24228 -2.18751 -0.331
H 0.58858 -0.29307 0.58728 -0.175
```

The HOMO energy is -0.178 Eh. Its LUMO energy is 2.23 eV. The calculation puts the orbital gap at 7.07 eV. The largest force on an atom is 0.0133 Eh/bohr. Its net charge is -1.